Density functional theory data (ωB97M-V with the def2-TZVPD basis set) for a structure of composition C11H15AlF3O3S.

```
34
Properties=species:S:1:pos:R:3
Al -0.43 -1.04 -0.15
C 1.67 0.40 -0.47
C 1.35 -0.51 0.57
C 0.20 0.10 1.33
C -0.07 1.35 0.67
C 0.79 1.51 -0.41
C 0.83 2.64 -1.40
C -1.15 2.30 1.12
C -0.05 -0.20 2.80
C 2.25 -1.55 1.20
C 2.73 0.22 -1.50
H 1.79 3.15 -1.37
H 0.05 3.38 -1.20
H 0.69 2.28 -2.43
H -0.89 2.73 2.08
H -2.10 1.78 1.24
H -1.29 3.11 0.41
H -0.36 0.72 3.31
H 0.87 -0.53 3.28
H -0.81 -0.95 3.00
H 2.87 -1.09 1.98
H 2.92 -2.00 0.47
H 1.69 -2.36 1.67
H 3.38 1.10 -1.51
H 2.31 0.14 -2.50
H 3.35 -0.66 -1.31
F -4.31 -3.06 -0.98
C -3.74 -1.90 -1.17
F -4.31 -1.22 -2.13
F -3.72 -1.19 -0.05
S -1.97 -2.19 -1.66
O -1.87 -2.99 -2.81
O -1.29 -2.66 -0.38
O -1.38 -0.79 -1.70
```

Results
Kohn-Sham gap ... 9.22 eV
Charge ... +1
Energy relative to the best compared isomer or geometry (same formula, charge and spin) ... 21.5 kcal per mole

Results of the Mulliken charge analysis, in e, for atoms 1 through 5: Al 0.44; C 0.60; C 0.64; C 1.20; C 0.17

***

Density functional theory data (ωB97M-V with the def2-TZVPD basis set) for the molecule C11H16N2O4S in a non-equilibrium geometry.

```
34
Properties=species:S:1:pos:R:3
C 1.18 -2.32 1.23
C 2.18 -1.29 0.66
C 2.71 -1.70 -0.71
C 1.61 0.15 0.73
C 1.03 0.67 -0.57
O 2.11 1.26 -1.36
C 2.12 2.59 -1.14
O 2.86 3.34 -1.66
O 1.15 2.91 -0.25
C 0.12 1.88 -0.46
C -0.91 1.97 0.65
C -2.35 1.97 0.11
S -3.51 1.10 1.19
C -3.53 -0.46 0.43
N -3.56 -1.59 1.09
N -3.66 -2.59 0.12
C -3.65 -1.98 -1.03
O -3.57 -0.63 -0.92
H 0.16 -1.96 1.17
H 1.41 -2.51 2.27
H 1.27 -3.26 0.68
H 3.04 -1.29 1.32
H 3.56 -1.09 -1.00
H 3.07 -2.73 -0.64
H 1.95 -1.67 -1.49
H 0.86 0.18 1.51
H 2.40 0.83 1.01
H 0.58 -0.09 -1.22
H -0.31 2.14 -1.42
H -0.72 2.90 1.18
H -0.81 1.16 1.37
H -2.39 1.56 -0.89
H -2.72 2.99 0.04
H -3.68 -2.44 -1.99
```

Results
Kohn-Sham gap ... 9.89 eV
Energy relative to the best compared isomer or geometry (same formula, charge and spin) ... 66.1 kcal per mole
SMILES ... CC(C)C[C@@H]1OC(=O)O[C@@H]1CCSc1nnco1

Results of the Mulliken charge analysis, in e, for atoms 1 through 5: C -1.28; C 0.82; C -1.68; C -1.23; C 0.12

***

Molar mass (computed, g/mol): 311.28 272.33